{"formula": "C5H10N2O", "method": "ωB97M-V/def2-TZVPD", "relative_energy_kcal_mol": 96.3, "e_tot_ev": -10371.128, "smiles": "CN/N=C\\[C@H]1C[C@H]1O", "homo_energy_ev": -8.71, "homo_lumo_gap_ev": 9.5, "symbols": ["C", "N", "N", "C", "C", "C", "C", "O", "H", "H", "H", "H", "H", "H", "H", "H", "H", "H"], "coordinates": [[-3.05392, 0.30831, 0.32653], [-1.62336, 0.25296, 0.06593], [-1.14885, -0.92814, -0.53935], [0.12698, -1.18849, -0.42319], [1.16253, -0.77270, 0.47928], [2.55644, -0.24234, 0.09070], [1.40023, 0.72567, 0.46537], [1.03819, 1.48143, -0.64165], [-3.45329, 0.40381, -0.71984], [-3.37945, 1.28189, 0.70988], [-3.47416, -0.53176, 0.83930], [-0.98523, 0.42520, 0.86016], [0.30483, -2.20238, -0.68614], [1.17760, -1.45020, 1.33086], [2.93733, -0.19405, -0.96261], [3.39486, -0.54888, 0.71538], [1.45748, 1.25628, 1.43811], [-0.03362, 1.45220, -0.71008]]}